Formula: C16H18AsBrNOPdS
Source: the OMol25 dataset
Level of theory: the ωB97M-V functional and the def2-TZVPD basis

XYZ file:
```
40
Properties=species:S:1:pos:R:3:forces:R:3:nbo_charge:R:1
N -0.496465 -0.257885 -1.730237 0.07 -0.06 0.01 -0.4895
H 3.277090 -2.126709 0.877151 0.00 0.00 0.00 0.2412
H 3.391225 2.524551 -0.811606 -0.01 0.00 0.00 0.2544
O 2.058609 2.417922 -2.806082 0.00 -0.03 -0.04 -0.6562
H 1.718074 3.891605 1.828219 0.02 0.00 -0.02 0.2673
C 2.329290 0.657937 -0.777700 0.00 0.08 -0.06 -0.0699
H -0.863763 -3.687748 -2.012189 0.00 0.00 0.00 0.2323
C 4.352814 1.056524 0.429025 0.01 -0.01 0.00 -0.2437
H -3.922674 -0.698840 -1.601214 0.00 0.00 0.00 0.2312
H -1.475385 0.225471 1.413612 0.00 0.01 -0.01 0.2564
C -3.644264 -1.739891 -1.694242 0.01 0.00 0.00 -0.1688
C -1.298841 -1.076811 -1.760051 -0.01 0.00 -0.01 0.4543
C -4.226433 -4.062569 -1.862140 0.00 0.00 0.00 -0.1504
H -5.652322 -2.470602 -1.659769 0.00 0.00 0.00 0.2365
H -1.330338 4.448041 1.941945 -0.01 0.01 0.01 0.2666
C 4.307249 -0.246399 0.903052 0.00 0.00 0.00 -0.0906
H 2.303400 2.207655 1.761090 -0.01 -0.01 -0.01 0.2709
H -2.491478 3.104394 1.833995 0.00 -0.02 -0.02 0.2626
H -4.983770 -4.834279 -1.891901 0.00 0.00 0.00 0.2349
C 2.294379 -0.653817 -0.339064 -0.04 0.00 0.00 -0.2910
H 1.407134 2.782712 3.191977 -0.01 0.01 0.00 0.2560
As -0.160721 2.339815 1.333313 -0.02 -0.12 -0.05 1.4797
C -2.885798 -4.412251 -1.961534 0.00 0.00 0.00 -0.2000
H -2.600996 -5.449423 -2.069258 0.00 0.00 0.00 0.2375
H -1.433502 3.255588 3.263317 -0.01 0.01 0.00 0.2571
H 1.519036 -1.338285 -0.650969 -0.02 0.00 -0.01 0.2323
C -0.489091 0.505097 1.776673 0.03 0.00 0.01 -0.9668
C 3.290888 -1.105983 0.520498 0.00 0.00 0.01 -0.2303
Br 5.653540 -0.860884 2.071270 0.00 0.00 0.00 0.1040
H 0.275835 -0.106040 1.304208 0.01 -0.03 0.00 0.2656
C 1.509623 2.861615 2.109525 0.00 0.01 0.03 -0.9651
H 5.167903 1.709670 0.710012 0.00 0.00 0.00 0.2435
S -0.413893 2.760708 -0.760829 0.17 -0.01 -0.06 -0.4152
H -0.438814 0.392998 2.859233 -0.01 0.00 0.00 0.2584
C -1.507484 3.402841 2.186752 0.01 0.03 -0.01 -0.9566
Pd 0.921179 1.328416 -2.055653 -0.15 0.13 0.21 1.0798
C 3.354996 1.517897 -0.420468 -0.02 0.00 0.00 -0.2054
C -4.605935 -2.732710 -1.730047 -0.01 0.00 0.00 -0.2013
C -1.911194 -3.431830 -1.927990 0.00 0.01 0.00 -0.1660
C -2.299100 -2.098503 -1.791923 -0.01 0.00 0.01 -0.1557
```
Forces are in eV/Å.

Values from the calculation:
net charge	+1
relative energy (zero: lowest compared OMol25 entry of this formula, charge and spin)	1.260	eV
Kohn-Sham gap (alpha / beta)	6.8 / 6.8	eV
highest occupied orbital energy (alpha / beta)	-11.7 / -11.7	eV
E	-165607.7760	eV